Here is 7 unconnected molecules or ions with the total composition C42H87BN5O22S2 from the OMol25 dataset. Energies are from ωB97M-V/def2-TZVPD.

HOMO-LUMO gap in eV: 7.72
Highest occupied orbital energy in eV: -10.75
Charge: +1

Geometry as XYZ:
```
159
Properties=species:S:1:pos:R:3:forces:R:3:mulliken_charge:R:1
C -1.253 -3.521 0.423 -0.2 0.4 0.1 -1.08
C 0.036 -3.172 1.173 -0.2 -0.2 0.1 -0.11
O 1.167 -3.059 0.305 0.1 0.1 0.1 -0.39
C 1.231 -1.838 -0.393 0.0 -0.3 0.1 -1.33
C 1.877 -0.775 0.508 0.1 0.0 0.4 -0.81
N 2.678 0.287 -0.192 -0.3 0.0 -0.4 0.73
S 1.658 0.853 -1.595 0.0 0.0 0.2 -0.04
C 4.112 -0.043 -0.606 0.1 0.8 -0.3 -0.29
C 4.346 -1.166 -1.600 0.2 -0.1 0.1 -1.76
C 4.735 -2.571 -1.035 0.0 0.0 0.0 0.85
N 4.310 -3.650 -1.910 0.2 0.0 0.0 -0.72
N 4.172 -2.751 0.310 0.0 0.1 0.0 -0.21
N 6.191 -2.627 -1.026 0.0 -0.1 0.3 -0.86
C 4.567 1.333 -1.096 0.4 -0.3 0.1 -1.90
C 3.973 2.369 -0.100 0.8 -0.2 -0.5 3.36
C 5.160 2.885 0.752 -0.1 0.3 0.1 -2.03
B 4.969 4.129 1.734 0.0 0.1 0.2 0.64
O 4.386 5.285 1.296 -0.6 -0.5 -0.2 -0.57
O 5.433 4.084 3.020 0.1 -0.1 -0.1 -0.66
N 3.444 3.496 -0.865 0.1 -0.5 0.2 -0.69
C 2.432 4.092 -0.640 -0.3 0.3 0.0 0.43
S 1.096 4.848 -0.361 -0.1 0.1 0.0 -0.36
C 2.875 1.563 0.661 -0.3 -0.1 0.5 -1.45
C 3.139 1.294 2.147 0.0 -0.2 0.0 -0.36
C 2.587 2.460 2.976 -0.2 -0.1 0.0 -0.83
C 2.994 2.418 4.453 0.1 -0.1 -0.1 -1.14
C 3.116 3.803 5.114 0.1 -0.2 0.4 -0.59
C 2.479 3.881 6.510 -0.2 -0.1 -0.1 -0.46
C 1.981 5.280 6.901 0.1 0.0 -0.2 -0.47
C 0.655 5.288 7.669 0.1 -0.1 0.0 -0.95
C 0.579 4.393 8.907 -0.1 0.2 0.1 -0.92
C 1.627 4.717 9.987 -0.1 -0.2 -0.2 -0.56
C 2.916 3.879 9.927 0.1 0.2 -0.1 -0.25
C 3.503 3.497 11.292 0.0 -0.1 -0.1 -0.85
O 3.511 2.084 11.465 0.0 0.0 0.0 -0.35
C 2.848 1.625 12.622 0.0 0.0 0.0 -0.69
H -1.083 -3.537 -0.654 0.0 -0.2 0.0 0.23
H -2.025 -2.771 0.603 0.0 -0.1 0.0 0.35
H -1.661 -4.478 0.739 0.1 -0.1 -0.1 0.35
H -0.093 -2.255 1.760 0.1 0.0 -0.1 0.17
H 0.298 -3.952 1.886 0.0 0.0 -0.1 0.39
H 0.231 -1.532 -0.708 0.1 0.1 -0.1 0.65
H 1.840 -2.026 -1.276 -0.1 0.1 0.0 0.18
H 2.549 -1.291 1.189 0.1 0.0 -0.1 0.59
H 1.120 -0.249 1.092 0.0 0.0 -0.1 0.82
H 2.450 0.383 -2.563 0.0 -0.1 0.0 0.22
H 4.655 -0.195 0.330 -0.4 -0.5 0.1 0.48
H 5.203 -0.858 -2.204 -0.1 0.0 -0.1 0.62
H 3.505 -1.262 -2.287 0.0 0.0 0.0 0.34
H 5.003 -3.824 -2.627 -0.1 0.1 -0.1 0.29
H 3.410 -3.498 -2.344 0.0 0.0 0.0 0.23
H 3.403 -3.414 0.283 0.0 0.0 0.0 0.13
H 4.878 -3.140 0.923 -0.1 -0.1 -0.1 0.26
H 6.565 -1.983 -0.334 0.0 0.1 -0.1 0.25
H 6.470 -3.554 -0.713 0.0 0.0 -0.1 0.30
H 4.320 1.544 -2.135 -0.2 0.0 0.1 0.25
H 5.656 1.339 -1.041 0.0 0.1 -0.1 0.60
H 5.904 3.191 0.008 0.0 0.1 0.1 0.37
H 5.606 2.047 1.294 0.0 0.0 -0.1 0.35
H 3.794 5.719 1.920 0.5 0.3 0.2 0.33
H 5.921 3.284 3.240 -0.1 0.0 0.1 0.33
H 1.887 2.030 0.649 0.2 0.3 -0.2 0.64
H 2.604 0.402 2.464 0.0 -0.1 0.1 0.83
H 4.189 1.100 2.372 0.0 0.1 -0.1 0.21
H 2.843 3.424 2.528 0.1 -0.1 0.0 0.38
H 1.494 2.386 2.919 0.0 0.2 -0.1 0.44
H 2.263 1.814 4.998 0.0 0.0 0.0 0.51
H 3.943 1.878 4.538 0.0 0.0 0.1 0.48
H 4.180 4.026 5.217 -0.1 0.3 -0.2 0.24
H 2.681 4.572 4.468 0.0 -0.1 0.0 0.31
H 3.205 3.521 7.242 -0.1 -0.1 0.0 0.09
H 1.635 3.182 6.554 0.0 0.1 0.0 0.26
H 2.745 5.835 7.453 0.0 -0.1 0.0 0.39
H 1.818 5.837 5.971 0.0 0.1 0.1 0.43
H 0.452 6.315 7.991 0.0 0.0 -0.1 0.25
H -0.137 5.013 6.964 0.0 0.0 0.1 0.33
H -0.413 4.546 9.344 0.0 0.0 0.0 0.39
H 0.614 3.334 8.633 0.1 0.0 0.0 0.48
H 1.162 4.564 10.964 0.0 0.1 0.0 0.50
H 1.874 5.779 9.896 -0.1 0.0 0.3 0.25
H 2.737 2.949 9.381 0.0 0.0 0.1 0.24
H 3.678 4.422 9.360 0.0 0.0 0.0 0.34
H 4.540 3.835 11.369 -0.1 0.1 0.1 0.25
H 2.924 3.963 12.097 0.1 0.1 0.0 0.49
H 3.131 2.203 13.508 0.0 0.0 0.0 0.31
H 1.759 1.665 12.503 0.0 0.0 0.0 0.27
H 3.153 0.592 12.782 -0.1 0.0 0.0 0.25
C -1.042 8.395 10.391 0.0 -0.1 0.0 -0.68
O 0.357 8.363 10.697 0.0 0.0 0.0 -0.15
C 0.758 9.329 11.526 0.0 0.0 0.0 0.69
O 0.055 10.179 12.005 0.0 0.0 0.0 -0.55
O 2.066 9.187 11.730 0.0 0.0 0.0 -0.28
C 2.633 10.166 12.610 0.1 0.0 0.0 -0.65
H -1.211 7.559 9.719 0.0 0.0 0.0 0.13
H -1.635 8.276 11.296 0.0 0.0 0.0 0.34
H -1.306 9.331 9.903 0.0 0.0 0.0 0.35
H 2.170 10.109 13.593 0.0 0.0 0.0 0.30
H 2.501 11.166 12.203 0.0 0.0 0.0 0.30
H 3.689 9.922 12.676 0.0 0.0 0.0 0.21
C -3.486 -2.484 -4.573 -0.1 0.2 0.0 -0.46
O -3.432 -3.810 -5.106 0.0 0.0 -0.1 -0.14
C -3.074 -4.755 -4.240 -0.1 0.0 0.0 0.69
O -2.809 -4.578 -3.075 0.1 0.0 0.0 -0.59
O -3.076 -5.920 -4.873 0.0 0.0 0.0 -0.18
C -2.723 -7.053 -4.073 0.0 -0.1 -0.1 -0.72
H -3.800 -1.842 -5.391 0.0 -0.1 0.0 0.08
H -4.209 -2.428 -3.761 0.0 0.0 0.0 0.22
H -2.508 -2.169 -4.211 0.0 -0.1 0.0 0.27
H -3.424 -7.172 -3.249 0.0 0.0 0.0 0.32
H -1.713 -6.944 -3.681 0.0 0.0 0.0 0.31
H -2.780 -7.904 -4.744 0.0 0.0 0.0 0.20
C -9.411 -0.109 -2.791 0.0 0.1 0.0 -0.63
O -8.278 -0.794 -2.241 0.0 0.0 0.0 -0.33
C -8.015 -1.964 -2.819 0.0 0.0 0.0 0.80
O -8.629 -2.458 -3.727 0.0 0.0 0.0 -0.54
O -6.948 -2.498 -2.219 0.0 0.0 0.0 -0.32
C -6.558 -3.768 -2.749 0.1 -0.1 0.0 -0.55
H -9.496 0.813 -2.225 0.0 0.0 0.0 0.22
H -9.251 0.107 -3.845 0.0 0.0 0.0 0.29
H -10.312 -0.708 -2.675 0.0 0.0 0.0 0.30
H -6.300 -3.679 -3.804 -0.1 0.0 0.0 0.21
H -7.352 -4.502 -2.631 -0.1 0.0 0.0 0.40
H -5.685 -4.074 -2.178 0.0 0.1 0.0 0.16
C -5.237 1.985 -9.299 0.0 0.0 0.0 -0.63
O -5.189 0.675 -9.875 0.0 0.0 0.0 -0.35
C -4.826 -0.287 -9.032 0.0 0.0 0.0 0.82
O -4.539 -0.136 -7.871 0.0 0.0 0.0 -0.57
O -4.830 -1.445 -9.689 0.0 0.0 0.0 -0.35
C -4.461 -2.569 -8.885 0.0 -0.3 0.1 -0.56
H -5.546 2.645 -10.103 0.0 0.0 0.0 0.22
H -5.960 2.018 -8.486 0.0 0.0 0.0 0.30
H -4.257 2.275 -8.927 0.0 0.0 0.0 0.29
H -5.164 -2.701 -8.064 0.1 0.1 0.1 0.40
H -3.449 -2.448 -8.502 0.0 0.0 0.1 0.28
H -4.507 -3.446 -9.525 0.0 0.1 -0.1 0.12
C -1.500 -3.073 -11.737 -0.1 0.1 0.0 -0.67
O -1.296 -3.892 -10.576 0.1 0.1 0.0 -0.13
C -0.263 -4.732 -10.671 0.0 0.0 0.0 0.69
O 0.472 -4.841 -11.616 0.0 0.0 0.0 -0.56
O -0.192 -5.431 -9.537 0.0 0.0 0.0 -0.20
C 0.875 -6.388 -9.505 0.0 0.0 0.1 -0.73
H -2.365 -2.455 -11.511 0.0 0.0 0.0 0.15
H -0.631 -2.447 -11.922 0.0 0.0 0.0 0.32
H -1.703 -3.687 -12.612 0.1 0.0 0.0 0.32
H 1.837 -5.891 -9.616 0.0 0.0 0.0 0.31
H 0.752 -7.124 -10.297 0.0 0.0 0.0 0.32
H 0.805 -6.867 -8.534 0.0 0.0 0.0 0.22
C -3.189 -6.243 -9.745 0.1 0.0 0.0 -0.80
O -4.591 -6.520 -9.663 0.0 0.0 0.0 -0.40
C -4.922 -7.383 -8.705 0.0 0.0 0.0 0.83
O -4.155 -7.922 -7.948 0.0 0.0 0.0 -0.57
O -6.243 -7.545 -8.723 0.0 0.0 0.0 -0.36
C -6.743 -8.453 -7.736 -0.1 0.0 0.0 -0.60
H -3.061 -5.533 -10.553 -0.2 0.0 0.0 0.25
H -2.825 -5.803 -8.819 0.0 -0.1 0.0 0.34
H -2.631 -7.152 -9.966 0.0 0.0 0.1 0.51
H -6.502 -8.098 -6.735 0.0 0.0 0.0 0.26
H -6.322 -9.445 -7.881 0.0 0.0 0.0 0.29
H -7.818 -8.475 -7.879 0.0 0.0 0.0 0.23
```
Positions in Å, forces in eV/Å.

Here is C25H40N4O5S2 in the gas phase from the OMol25 dataset. Energies are from ωB97M-V/def2-TZVPD.

HOMO-LUMO gap in eV: 8.55
Structure (SMILES): CC(C)CN(CCCNC(=O)CN1C(=O)CSc2ccc(S(=O)(=O)N3CCOCC3)cc21)CC(C)C
Highest occupied orbital energy in eV: -8.31
Charge: 0

Geometry as XYZ:
```
76
Properties=species:S:1:pos:R:3:forces:R:3:mulliken_charge:R:1
C -4.722 -3.054 2.450 0.1 0.2 -0.3 -1.50
C -4.593 -1.671 1.818 0.0 0.1 0.2 1.37
C -5.941 -0.952 1.866 0.3 -0.1 -0.1 -1.69
C -3.537 -0.789 2.519 -0.1 0.0 -0.3 -1.72
N -2.140 -1.173 2.447 0.0 -0.2 0.0 1.23
C -1.608 -1.367 1.113 -0.1 0.2 -0.1 -0.92
C -1.644 -0.092 0.266 0.1 0.0 0.3 -0.84
C -0.963 1.091 0.959 -0.3 0.1 -0.3 -1.15
N 0.447 0.846 1.160 -0.4 -0.2 0.5 0.06
C 1.385 1.309 0.324 0.6 -0.1 0.3 0.93
O 1.183 2.097 -0.579 -0.1 0.2 -0.2 -0.65
C 2.758 0.659 0.543 -0.2 0.3 0.1 -1.44
N 2.699 -0.633 -0.135 0.3 0.1 0.2 0.19
C 2.425 -1.722 0.636 0.1 -0.4 0.0 0.71
O 2.256 -1.643 1.838 0.0 -0.1 0.2 -0.70
C 2.327 -3.022 -0.117 -0.3 0.0 -0.2 -0.89
S 0.939 -2.833 -1.277 0.1 0.0 0.1 -0.09
C 1.664 -1.505 -2.177 0.1 -0.1 0.2 1.28
C 1.378 -1.367 -3.530 0.1 0.1 0.1 -0.81
C 1.973 -0.364 -4.270 -0.1 -0.1 -0.1 -0.56
C 2.889 0.464 -3.648 0.3 0.5 -0.3 -0.41
S 3.673 1.794 -4.564 0.0 0.1 -0.1 1.26
O 3.646 1.456 -5.956 -0.3 -0.1 0.1 -0.74
O 4.927 2.091 -3.939 -0.2 0.0 0.3 -0.73
N 2.694 3.112 -4.361 0.7 -0.7 -0.3 0.01
C 2.679 3.750 -3.062 0.0 0.4 0.5 -0.12
C 2.106 5.159 -3.242 0.3 -0.2 0.1 -0.84
O 0.826 5.119 -3.831 -0.2 0.0 0.1 -0.41
C 0.857 4.484 -5.086 0.1 -0.3 -0.2 -0.73
C 1.384 3.050 -4.965 -0.5 0.1 -0.3 -0.36
C 3.175 0.348 -2.306 0.1 -0.1 0.2 -0.33
C 2.542 -0.619 -1.532 -0.2 -0.1 -0.8 -0.96
C -1.703 -2.195 3.382 0.4 0.1 0.1 -1.64
C -0.342 -1.850 4.010 -0.2 -0.1 0.2 2.27
C 0.084 -2.961 4.965 0.0 0.2 -0.3 -1.88
C -0.419 -0.513 4.740 0.1 -0.2 -0.2 -1.64
H -5.529 -3.609 1.975 -0.1 -0.1 0.0 0.49
H -3.806 -3.628 2.336 0.1 -0.1 0.0 0.26
H -4.947 -2.969 3.511 0.0 0.0 0.2 0.29
H -4.310 -1.792 0.767 0.0 0.0 0.0 0.06
H -5.879 0.021 1.384 -0.1 0.1 0.0 0.40
H -6.703 -1.538 1.357 -0.1 0.0 0.0 0.42
H -6.254 -0.805 2.898 -0.1 0.0 0.1 0.36
H -3.619 0.218 2.096 -0.1 0.1 0.1 0.27
H -3.795 -0.711 3.578 -0.1 0.1 0.0 0.67
H -2.127 -2.171 0.562 0.1 0.0 0.1 0.38
H -0.570 -1.688 1.225 0.0 -0.1 -0.1 0.31
H -1.140 -0.292 -0.683 0.0 0.0 -0.1 0.43
H -2.675 0.181 0.041 -0.1 0.0 -0.1 0.47
H -1.049 1.987 0.340 0.0 -0.1 0.1 0.45
H -1.428 1.266 1.930 0.0 0.1 -0.1 0.32
H 0.692 0.152 1.853 0.2 0.0 -0.1 0.04
H 3.548 1.279 0.125 -0.1 0.0 0.1 0.53
H 2.951 0.468 1.600 0.0 0.1 -0.2 0.57
H 2.094 -3.835 0.567 0.0 0.1 0.0 0.47
H 3.229 -3.243 -0.689 0.0 0.0 0.1 0.43
H 0.682 -2.055 -3.984 0.0 -0.1 -0.1 0.48
H 1.772 -0.236 -5.320 -0.1 0.0 -0.1 0.54
H 2.056 3.193 -2.349 0.1 0.0 0.0 0.20
H 3.708 3.794 -2.708 -0.1 0.1 0.1 0.45
H 2.787 5.750 -3.874 0.0 0.0 0.1 0.40
H 1.980 5.648 -2.276 0.1 0.0 0.0 0.37
H 1.505 5.045 -5.776 -0.1 0.0 0.0 0.36
H -0.168 4.489 -5.458 0.1 0.0 -0.1 0.34
H 0.694 2.459 -4.344 0.0 0.0 -0.1 0.22
H 1.494 2.589 -5.946 -0.2 0.1 0.0 0.44
H 3.906 1.021 -1.892 0.1 0.1 0.2 0.56
H -1.630 -3.184 2.904 -0.1 0.0 0.1 0.24
H -2.435 -2.269 4.188 -0.1 -0.1 0.0 0.54
H 0.413 -1.778 3.222 -0.1 0.0 0.0 -0.68
H 0.154 -3.913 4.443 0.0 -0.2 0.0 0.41
H 1.057 -2.735 5.395 0.1 0.0 0.1 0.43
H -0.635 -3.066 5.776 -0.1 0.0 0.1 0.40
H -1.080 -0.591 5.602 -0.1 0.0 0.2 0.42
H 0.565 -0.210 5.089 0.1 0.1 0.1 0.40
H -0.811 0.254 4.078 0.0 0.2 0.0 0.27
```
Positions in Å, forces in eV/Å.

Q: Which of these has the highest charge?
A: C42H87BN5O22S2